No. 1
# C56H52BrN5O4Si2TeTi

A structure of composition C56H52BrN5O4Si2TeTi (wB97M-V/def2-TZVPD, OMol25).

The geometry in XYZ format:
```
122
Properties=species:S:1:pos:R:3:forces:R:3
Te -3.9119 3.2072 0.5578 0.13 0.09 -0.07
Br -2.9434 1.7327 -3.3148 0.06 -0.03 0.04
Ti 0.5753 0.0418 0.0033 -0.27 0.38 -0.09
Si 1.7016 -2.3075 0.2689 0.03 -0.05 -0.19
Si 0.8931 -0.6317 2.5801 0.31 -0.03 0.01
O 0.7487 -0.8536 -3.9061 -0.14 0.05 -0.09
O 2.3228 0.7018 -0.1779 -0.36 -0.14 0.23
O -1.7139 -1.9635 -2.9910 -0.03 -0.06 0.00
O 4.2986 0.9514 -2.2680 0.00 0.01 -0.01
N -4.1000 0.6430 -1.0596 0.02 -0.03 -0.01
N 0.2109 1.7838 1.2180 0.06 0.16 -0.17
N -1.4013 -1.1734 0.4192 -0.18 0.02 -0.02
N 0.5996 1.9622 -1.8371 -0.04 0.05 0.00
N -0.2962 -0.5163 -1.8582 0.35 -0.09 0.16
C 1.3105 1.9241 -4.1224 0.02 -0.01 -0.03
C 0.0510 6.2075 2.5697 -0.01 0.01 0.00
C 6.1228 0.1761 -0.9830 0.03 0.01 0.01
C 4.6893 3.6935 1.4282 0.06 0.01 -0.02
C 1.2037 -3.3919 -1.2006 0.03 -0.05 0.03
C 0.7822 1.3264 -2.9915 0.01 -0.10 0.11
C 1.0382 -5.2716 3.1758 0.00 0.02 -0.02
C 1.4728 3.9358 -2.8569 0.02 0.00 -0.03
C -2.8129 -2.5393 1.7854 -0.01 -0.02 0.02
C 0.4134 5.1165 1.7946 -0.01 -0.03 0.00
C 0.9533 3.2422 -1.7768 -0.01 0.00 0.00
C -1.8362 2.7771 0.2332 -0.07 -0.09 0.12
C 3.0172 1.7004 0.3069 0.20 0.11 -0.03
C 2.4842 2.6463 1.2120 0.08 0.01 0.04
C 1.3495 -4.6667 1.9648 -0.05 -0.03 0.05
C 3.5742 -2.1264 0.1449 0.00 -0.01 0.05
C -0.2296 0.0726 3.9716 0.02 0.07 0.01
C 0.6035 -3.1105 4.1428 -0.03 -0.04 -0.01
C -5.3224 -1.4837 -2.3512 0.01 0.00 0.02
C -2.6341 -2.9884 -0.5425 0.02 -0.01 -0.01
C 0.6679 -4.4924 4.2663 0.00 0.02 -0.01
C 6.6026 -0.1012 0.2935 -0.02 0.02 -0.01
C 7.9170 -1.1171 -1.9320 0.01 -0.01 0.01
C 3.3522 3.6098 1.7552 -0.10 -0.01 0.00
C 7.7327 -0.8883 0.4567 0.01 -0.01 0.01
C 5.1779 2.7922 0.4821 0.00 0.06 0.05
C -1.2345 2.0356 1.4216 0.09 0.13 0.04
C 4.3643 1.8342 -0.0859 -0.08 -0.14 -0.07
C -4.8647 -0.2224 -0.3853 0.01 0.02 -0.02
C 0.6276 3.8764 2.3848 -0.03 0.04 -0.04
C 0.8993 -2.4934 2.9268 0.00 -0.04 -0.09
C 0.4929 3.7442 3.7635 0.05 -0.04 -0.03
C -3.8022 5.2456 2.8686 0.01 0.02 0.00
C -1.9533 -1.4729 1.5996 0.01 -0.06 -0.03
C 6.7828 -0.3416 -2.0947 -0.02 0.01 -0.02
C -3.1359 -3.3350 0.6983 -0.02 0.02 -0.03
C -3.0013 7.4170 1.3398 -0.01 0.00 -0.01
C 1.0618 2.6928 1.5700 -0.10 -0.03 0.10
C -3.5383 5.0697 1.5137 -0.04 -0.12 -0.02
C 2.5825 0.0086 3.1782 0.04 -0.06 -0.02
C 0.4029 -0.1297 -3.0052 0.03 -0.13 0.12
C 8.3923 -1.3920 -0.6548 -0.01 0.01 -0.01
C 5.5769 4.7299 2.0672 -0.02 -0.03 -0.02
C -0.0898 6.0693 3.9422 -0.02 -0.01 0.00
C 4.8754 0.9724 -1.2031 0.02 -0.01 0.02
C 0.1350 4.8368 4.5386 0.00 0.01 0.01
C -3.1355 6.1664 0.7538 0.00 0.03 0.03
C -1.7832 -1.9019 -0.6364 0.04 -0.04 0.02
C -3.2839 7.5884 2.6888 0.01 0.00 -0.01
C 1.2804 -3.2804 1.8302 -0.01 0.11 0.04
C -4.5290 -0.6022 -3.0586 -0.01 0.03 -0.02
C -3.9641 0.4517 -2.3538 -0.03 -0.01 0.01
C -3.6820 6.5016 3.4517 0.03 -0.02 0.02
C -5.5033 -1.2887 -0.9878 0.00 -0.01 0.02
C 1.6543 3.2619 -4.0553 -0.01 0.00 0.02
C -1.2400 -1.4905 -1.9775 0.08 0.06 -0.10
H -1.0020 -0.6285 4.2961 0.00 0.00 -0.01
H 3.4020 -0.2079 2.4922 -0.02 0.03 0.00
H 3.8547 -1.7411 -0.8381 -0.02 0.00 0.00
H 0.5462 5.2364 0.7257 -0.02 0.02 0.00
H 0.4197 0.2372 4.8372 -0.02 0.02 0.02
H 2.0656 3.7704 -4.9172 0.00 0.00 0.00
H 4.0621 -3.0949 0.2871 0.00 -0.01 -0.01
H -4.1158 4.4013 3.4700 0.00 0.00 0.00
H -2.8646 -3.5290 -1.4499 -0.01 -0.01 0.01
H 3.9621 -1.4397 0.8982 0.04 -0.02 -0.03
H -4.3368 -0.7189 -4.1140 0.00 -0.01 0.00
H 0.8165 3.7343 -0.8228 -0.01 0.01 0.00
H 2.9549 4.3174 2.4721 0.01 0.00 -0.01
H -6.1159 -1.9583 -0.4001 0.00 0.00 0.00
H 0.3131 -2.5148 5.0025 0.00 -0.01 0.01
H -4.9630 -0.0311 0.6777 0.00 -0.01 0.00
H -5.7884 -2.3185 -2.8583 0.00 0.00 0.00
H -3.1930 -2.7464 2.7761 -0.01 0.00 0.00
H -3.1981 8.5682 3.1416 0.00 0.00 0.00
H 0.1925 -3.7865 -1.0789 -0.01 0.01 -0.05
H 1.8796 -4.2509 -1.2637 0.01 0.00 0.04
H -1.3496 3.7390 0.0781 0.00 0.01 -0.01
H 8.4300 -1.5138 -2.7984 0.00 0.00 0.00
H 1.7373 4.9794 -2.7536 0.00 0.00 0.01
H 0.0368 4.7249 5.6107 -0.01 0.00 0.00
H -1.7270 1.0720 1.5285 -0.02 0.01 0.00
H 2.5799 1.0828 3.3726 0.00 0.01 -0.01
H 8.0950 -1.1132 1.4514 0.00 0.00 0.00
H 6.2169 2.8475 0.1739 0.00 0.00 0.00
H 5.6565 4.5681 3.1436 0.01 0.00 0.00
H -3.7791 -4.1978 0.8135 0.00 0.00 0.01
H 1.0827 -6.3497 3.2726 0.00 0.00 0.00
H 0.6855 2.7846 4.2271 -0.02 -0.01 0.01
H -1.7634 2.1874 -0.6782 -0.05 0.04 -0.03
H -0.3764 6.9210 4.5449 0.00 0.00 0.00
H 0.4281 -4.9655 5.2112 0.00 0.00 0.00
H 6.5823 4.6960 1.6491 0.00 0.01 0.00
H 2.7971 -0.4967 4.1250 0.00 0.01 0.01
H 9.2755 -2.0046 -0.5270 0.00 0.00 0.00
H 6.0800 0.2824 1.1606 0.00 0.00 0.00
H 6.3826 -0.1289 -3.0773 0.01 0.00 0.00
H -1.4096 2.6010 2.3366 0.02 -0.01 0.02
H 1.6354 -5.2837 1.1190 0.01 0.00 0.01
H -2.6963 8.2635 0.7368 0.00 0.00 0.00
H -0.7145 1.0228 3.7475 -0.01 -0.02 0.02
H 5.1822 5.7358 1.9154 0.01 0.01 0.00
H -0.1246 7.1655 2.0995 0.00 0.00 0.00
H 1.4470 1.3272 -5.0126 0.00 0.00 0.00
H 1.2594 -2.8652 -2.1548 -0.01 0.01 -0.01
H -2.9483 6.0462 -0.3068 0.00 0.00 -0.01
H -3.9022 6.6273 4.5045 0.00 0.01 0.00
H -1.6803 -0.8449 2.4342 -0.05 -0.06 -0.06
```
Forces are in eV/Å.

## Properties
- E_tot: -190767.4168 eV
- Gap between HOMO and LUMO: 6.995 eV
- Highest occupied orbital energy: -7.17 eV
- Total charge: 0
- Energy relative to the best compared isomer or geometry (same formula, charge and spin): 0.000 eV
- LUMO level: -0.2 eV

---

No. 2
# C10H16O

A cluster of 2 separate species, C10H16O in total in a non-equilibrium geometry (wB97M-V/def2-TZVPD, OMol25).

The geometry in XYZ format:
```
27
Properties=species:S:1:pos:R:3:forces:R:3
O -1.5633 -2.4968 2.5224 -3.48 4.61 -1.28
C 0.0833 -1.4669 -0.5131 -1.75 -0.94 2.88
C 0.4103 2.1944 0.9640 1.23 1.46 -0.04
C -1.4278 -2.1323 1.1471 -0.35 -0.71 3.71
C -2.4103 -1.1810 -0.7534 0.80 -0.20 -1.06
C -0.1410 -1.9985 0.8100 2.20 1.02 -3.31
C -2.5853 -1.8691 0.4068 0.85 -0.02 0.30
C 1.6701 2.0698 0.0305 -3.22 -4.14 0.06
C 3.0436 2.1002 0.6301 3.59 0.84 -0.60
C -1.0127 -0.9768 -1.1645 -1.23 0.35 -0.82
C -0.8825 -0.2778 -2.4612 -2.63 -1.90 -1.86
H 3.4763 1.0980 0.9849 -1.21 1.39 0.00
H 0.8059 -2.2020 1.3648 -1.50 -0.08 0.15
H 1.0952 -1.5173 -0.8006 0.85 0.67 -1.07
H 1.4039 2.6062 -0.8346 0.68 2.03 -0.77
H 3.3826 2.9698 1.4218 -1.40 -2.15 -1.94
H -3.5012 -2.2566 0.8028 -0.51 0.27 0.12
H -1.7930 0.3605 -2.4791 0.79 -0.09 -0.74
H 1.4201 1.0243 -0.6127 1.30 1.80 2.15
H -0.4483 1.8063 0.4323 -0.38 0.31 -0.05
H -0.0205 0.2843 -2.6831 1.16 0.54 0.03
H 0.2986 3.2728 1.2926 -0.22 -1.03 -0.64
H -1.0171 -1.1301 -3.2651 0.28 1.92 1.03
H -3.3198 -0.9281 -1.4238 1.96 -0.21 1.09
H 0.4709 1.6663 1.8981 0.34 -0.62 0.32
H -1.1704 -3.2802 2.5725 2.58 -5.20 0.84
H 3.7322 2.2605 -0.2892 -0.72 0.09 1.49
```
Forces are in eV/Å.

## Properties
- E_tot: -12674.0628 eV
- Gap between HOMO and LUMO: 9.546 eV
- Highest occupied orbital energy: -8.63 eV
- SMILES string: Cc1ccc(O)cc1.CCC
- Total charge: 0
- Energy relative to the best compared isomer or geometry (same formula, charge and spin): 3.662 eV
- LUMO level: 0.9 eV

---

No. 3
# CH5N2

The ion CH5N2 with charge +1 in a non-equilibrium geometry (wB97M-V/def2-TZVPD, OMol25).

The geometry in XYZ format:
```
8
Properties=species:S:1:pos:R:3:forces:R:3
N 0.8095 -0.7102 -0.5819 -1.64 -0.88 -1.10
N -0.4990 0.7312 0.7837 -1.04 0.07 -1.48
C -0.3083 -0.0290 -0.3042 0.40 0.19 1.82
H 1.7194 -0.4353 -0.2036 -0.49 -0.60 -0.02
H 0.6695 -1.6112 -1.1728 0.84 2.47 1.15
H 0.2049 0.9748 1.4502 0.63 -0.20 0.24
H -1.4121 1.2007 0.9715 1.11 -0.64 -0.67
H -1.1840 -0.1211 -0.9429 0.19 -0.41 0.07
```
Forces are in eV/Å.

## Properties
- E_tot: -4091.5684 eV
- Gap between HOMO and LUMO: 11.977 eV
- Highest occupied orbital energy: -16.49 eV
- SMILES string: NC=[NH2+]
- Total charge: +1
- Energy relative to the best compared isomer or geometry (same formula, charge and spin): 0.419 eV
- LUMO level: -4.5 eV

---

No. 4
# C6H10NO5Ti

A structure of composition C6H10NO5Ti in a non-equilibrium geometry (wB97M-V/def2-TZVPD, OMol25).

The geometry in XYZ format:
```
23
Properties=species:S:1:pos:R:3:forces:R:3
Ti 1.0993 0.8135 -0.0527 4.02 1.49 0.06
O 1.1051 0.8255 1.8782 0.85 1.65 -1.74
O 0.5611 -0.7157 3.4795 0.79 2.13 -4.75
O -0.1444 2.3664 -0.0528 -0.34 0.16 -1.21
O 0.2955 -0.6089 -3.5732 1.49 1.85 4.58
O 1.1042 0.8243 -1.9850 0.56 1.85 1.75
N -0.1570 -0.7569 -0.0543 2.11 1.54 0.10
C -1.1666 1.5532 0.5448 -2.23 -0.15 1.39
C 0.2637 -1.3526 1.2072 -0.23 -0.68 1.31
C 0.6016 -0.2656 -2.3839 -3.11 -4.92 -5.95
C 0.6945 -0.3006 2.2794 -2.19 -5.05 6.07
C 0.2876 -1.3535 -1.3064 -0.23 -0.59 -1.41
C -1.3089 0.1339 -0.0761 -1.71 -0.08 -0.36
H -0.4889 2.4389 -0.9794 0.79 0.77 0.42
H -1.0529 1.5369 1.6300 0.33 0.14 -0.28
H -0.4696 -2.0525 -1.6791 0.25 0.17 -0.18
H -2.1139 2.0826 0.3787 0.08 -0.37 -0.14
H -1.6341 0.2841 -1.1136 0.23 -0.29 0.00
H 1.2189 -1.9159 -1.1706 -0.15 0.01 0.31
H 2.8599 0.8135 -0.0527 -1.39 -0.12 -0.01
H -2.1527 -0.3696 0.4128 0.05 0.27 0.13
H -0.5402 -1.9823 1.6059 0.23 0.15 0.16
H 1.1379 -1.9991 1.0636 -0.20 0.06 -0.26
```
Forces are in eV/Å.

## Properties
- E_tot: -41218.5032 eV
- Gap between HOMO and LUMO: 8.011 eV
- Highest occupied orbital energy: -14.17 eV
- Total charge: +1
- LUMO level: -6.2 eV

---

No. 5
# C33H51BrMnNP3

A structure of composition C33H51BrMnNP3 in a non-equilibrium geometry (wB97M-V/def2-TZVPD, OMol25).

The geometry in XYZ format:
```
90
Properties=species:S:1:pos:R:3:forces:R:3
Br -3.7245 -1.3368 -0.5104 1.79 -1.99 -0.65
Mn -1.1239 -0.4731 -0.2627 0.17 4.82 1.00
P 0.5976 0.7373 -1.8211 0.09 0.35 -0.62
P -2.9575 1.5663 0.0696 0.97 0.44 -0.03
P 0.5264 -0.1803 1.7572 0.49 0.15 0.76
N 5.9149 -2.6281 -0.2280 0.07 0.01 -0.03
C -0.4066 -3.7293 -2.2388 -0.12 0.50 0.02
C 1.3413 1.8701 5.2710 -0.07 0.17 0.04
C -3.7999 0.9307 1.6438 0.00 -0.53 -0.61
C 3.6082 -4.2003 -0.1676 0.97 0.38 -0.51
C 2.0093 -0.3833 -2.2685 -0.36 -0.29 -0.03
C 1.5131 -4.8262 -1.2030 -1.30 -1.37 -0.83
C 2.2528 -0.5330 1.2186 0.04 -0.31 -0.35
C 1.8719 3.3255 3.4170 -0.17 -0.17 -0.01
C -0.8556 0.0762 -4.1677 -0.26 -0.11 -0.29
C 1.3316 2.3906 2.5300 0.19 -0.21 0.31
C -0.1186 1.2064 -3.4562 0.10 0.01 0.16
C -4.0600 4.1206 0.7985 -0.16 0.37 0.05
C -5.2334 1.2497 2.0176 -0.57 -0.09 0.53
C 1.9081 3.0539 4.7875 -0.12 -0.29 -0.25
C -1.2188 -3.0215 0.3547 -0.68 -0.87 -0.42
C 4.0802 -3.6465 -1.3953 0.70 0.15 0.60
C 3.4184 0.1953 -2.1706 0.37 -0.02 -0.02
C 0.8630 1.1502 2.9963 -0.43 0.38 0.21
C 0.2223 -1.6202 2.8103 -0.13 -0.63 0.32
C 2.3478 -4.8620 -0.1111 0.64 -0.04 0.49
C -5.2367 1.9872 -1.6565 -0.52 0.01 -0.39
C -2.7900 3.3734 0.3942 0.64 -0.10 0.10
C 5.2529 -2.8750 -1.3677 -0.63 -0.71 0.35
C -3.7624 1.6173 -1.6274 0.10 -0.67 0.11
C 0.4482 3.4720 -1.0428 -0.16 0.19 0.24
C -1.2971 -2.6964 -2.1026 -0.22 -0.85 0.45
C -0.3770 -4.0883 0.1783 -0.31 1.05 0.48
C 1.4144 2.3414 -1.3920 0.22 0.03 0.14
C 4.3177 -3.9019 1.0170 -0.15 -0.39 -0.27
C 5.4706 -3.1332 0.9292 0.11 -0.03 -0.08
C 0.2373 -4.2538 -1.0898 -0.08 -1.10 0.37
C -1.5217 -2.2057 -0.7832 -1.92 -2.64 -0.86
C 0.7767 0.9427 4.3886 0.22 -0.19 -0.22
H 2.0234 2.6502 -2.2647 -0.31 -0.30 0.40
H -5.9510 0.7968 1.3252 0.14 0.16 0.02
H -0.1147 -4.1499 -3.1871 -0.02 0.23 -0.33
H -0.0028 3.3362 -0.0496 0.11 0.01 -0.29
H 4.0919 -0.3910 -2.8017 -0.04 0.08 0.10
H 0.9801 4.4359 -1.0419 -0.19 -0.33 0.02
H 1.7888 -5.2618 -2.1702 0.53 1.14 0.00
H -3.1157 1.1906 2.4732 -0.05 0.23 -0.52
H -4.2442 4.0284 1.8728 0.02 0.05 -0.20
H 1.8090 -0.7292 -3.2922 0.00 0.10 0.17
H 2.0198 -5.2459 0.8556 -0.25 0.67 0.03
H 2.2345 -1.0344 0.2384 0.15 0.16 0.39
H 2.7512 -1.2100 1.9314 -0.17 0.38 -0.14
H 2.3681 3.7670 5.4691 -0.14 -0.19 -0.13
H 2.1141 2.1607 -0.5582 -0.16 0.08 -0.32
H 2.2791 4.2607 3.0351 -0.14 -0.20 0.09
H -3.6284 0.6009 -2.0570 -0.08 0.90 0.18
H 0.7114 1.5809 -4.0734 -0.22 -0.03 0.09
H -2.0398 3.4449 1.1944 -0.11 0.19 -0.11
H -1.8827 -2.3107 -2.9185 0.16 0.05 -0.16
H -1.5478 0.4953 -4.9085 0.22 -0.17 0.08
H -0.1704 -0.5988 -4.6957 -0.12 0.15 0.12
H 3.8193 0.1503 -1.1510 -0.15 0.06 -0.18
H 1.2969 2.6146 1.4661 0.16 -0.05 0.15
H -0.0026 -2.4959 2.1832 0.33 0.48 0.47
H 0.2923 0.0459 4.7941 0.41 0.37 -0.17
H -0.7958 2.0535 -3.2774 0.16 -0.22 -0.01
H 2.8240 0.3993 1.1420 -0.12 -0.22 -0.03
H -1.4572 -0.5448 -3.4900 0.14 0.44 -0.09
H -5.7733 1.6122 -0.7759 0.08 0.08 -0.30
H -3.9327 5.1904 0.5703 -0.12 -0.35 0.14
H 3.9703 -4.2906 1.9768 0.15 0.09 -0.27
H -3.7540 -0.1703 1.5326 0.16 0.84 0.46
H -0.1468 -4.7890 0.9798 0.05 0.38 -0.03
H 3.4860 1.2344 -2.5104 -0.02 -0.32 0.00
H -5.4752 2.3097 2.1395 0.15 -0.28 -0.14
H 3.5634 -3.8332 -2.3360 0.17 0.10 0.25
H 1.8961 -1.2728 -1.6272 0.20 0.15 -0.33
H -3.1701 2.3029 -2.2748 -0.14 -0.26 0.71
H 1.3511 1.6706 6.3510 -0.12 0.07 -0.57
H -4.9521 3.7663 0.2721 0.22 0.14 0.11
H -0.3753 3.5512 -1.7615 0.20 0.03 0.07
H -0.6515 -1.4298 3.4465 0.17 -0.15 -0.07
H -5.4127 0.7657 2.9912 -0.08 0.21 -0.25
H 5.6829 -2.4894 -2.2992 -0.15 -0.02 0.46
H 1.0999 -1.8552 3.4285 -0.31 0.17 -0.03
H -2.3381 3.8475 -0.4941 -0.17 -0.35 0.27
H -1.7573 -2.8148 1.2765 0.17 -0.21 -0.14
H -5.4010 3.0690 -1.7259 0.06 -0.28 0.08
H -5.6818 1.5312 -2.5501 -0.11 0.20 0.23
H 6.0805 -2.9571 1.8306 -0.34 0.10 -0.58
```
Forces are in eV/Å.

## Properties
- E_tot: -165750.5116 eV
- Gap between HOMO and LUMO (spin up / spin down): 5.653 / 5.840 eV
- Highest occupied orbital energy (spin up / spin down): -13.18 / -13.93 eV
- Total charge: +2
- Energy relative to the best compared isomer or geometry (same formula, charge and spin): 3.562 eV
- 2S+1: 6
- LUMO level (spin up / spin down): -7.5 / -8.1 eV

---

No. 6
# C4H9BrCl2Si

A cluster of 2 separate species, C4H9BrCl2Si in total in a non-equilibrium geometry (wB97M-V/def2-TZVPD, OMol25).

The geometry in XYZ format:
```
17
Properties=species:S:1:pos:R:3:forces:R:3
Br 0.1406 -3.0107 -0.2467 0.21 -0.15 0.38
Cl -3.2541 -0.2986 1.1924 -0.01 0.03 -0.66
Cl -2.9707 1.5773 -1.0940 -0.17 -0.26 0.16
Si 0.3964 0.0958 0.0161 -1.07 -1.63 0.19
C 0.6557 -1.6300 1.0054 0.60 2.40 -4.11
C 1.2277 0.0673 -1.7153 -0.84 0.18 2.08
C -2.6363 -0.0476 -0.4597 1.59 -1.02 -0.92
C 0.7484 1.5547 1.1475 1.60 -0.26 2.72
H -3.0675 -0.8378 -1.2295 1.02 1.62 1.92
H 0.5380 2.5197 0.7306 -0.73 0.47 -0.24
H 2.0457 0.7134 -1.8033 1.04 1.70 0.20
H 1.9005 1.7170 1.4068 -2.09 -0.93 -0.65
H 0.1717 -1.6875 1.8777 -2.67 -0.34 2.98
H 1.6601 -1.6612 1.3228 1.64 -0.49 -0.32
H 1.7013 -0.8392 -1.9479 -0.05 -1.81 -0.25
H 0.2474 1.4269 2.2176 0.79 0.33 -2.41
H 0.4954 0.3406 -2.4205 -0.84 0.15 -1.07
```
Forces are in eV/Å.

## Properties
- E_tot: -107255.8515 eV
- Gap between HOMO and LUMO (spin up / spin down): 7.115 / 7.198 eV
- Highest occupied orbital energy (spin up / spin down): -7.66 / -7.73 eV
- Total charge: 0
- Energy relative to the best compared isomer or geometry (same formula, charge and spin): 3.370 eV
- LUMO level (spin up / spin down): -0.5 / -0.5 eV

---

> What is the E_tot in the third record?

-4091.5684 eV